This record from OMol25 describes one molecule with the formula C3H4N2 in a non-equilibrium geometry. The level of theory is ωB97M-V with the def2-TZVPD basis set.

Positions of all 9 atoms, in Å:
C (1.033, 0.395, 0.632)
C (-0.211, -0.214, 0.959)
N (-0.846, -0.391, -0.190)
C (-0.048, 0.061, -1.243)
N (1.097, 0.448, -0.760)
H (1.860, 0.646, 1.193)
H (-0.678, -0.470, 1.910)
H (-1.835, -0.606, -0.248)
H (-0.372, 0.132, -2.252)

Summary:
E, eV: -6155.5949
SMILES string: c1c[nH]cn1
LUMO level, eV: 0.91
Net charge: 0
Kohn-Sham gap, eV: 9.586
HOMO, eV: -8.67
Strongest force on any atom, hartree/bohr: 0.0895
Energy relative to the best compared isomer or geometry (same formula, charge and spin), kJ/mol: 29.51

This record from OMol25 describes one molecule with the formula C3H4N2 in a non-equilibrium geometry. The level of theory is ωB97M-V with the def2-TZVPD basis set.

Positions of all 9 atoms, in Å:
N (-0.438, 1.453, -2.295)
C (-0.203, 0.784, -1.380)
C (0.329, -0.152, -0.410)
C (0.236, -0.012, 1.065)
N (-0.472, -1.083, 0.379)
H (1.235, -0.589, -0.814)
H (1.112, -0.326, 1.626)
H (-0.334, 0.799, 1.510)
H (-1.466, -0.875, 0.318)

Summary:
E, eV: -6154.2951
SMILES string: N#C[C@H]1CN1
LUMO level, eV: 0.82
Net charge: 0
Kohn-Sham gap, eV: 11.160
HOMO, eV: -10.34
Strongest force on any atom, hartree/bohr: 0.0218
Energy relative to the best compared isomer or geometry (same formula, charge and spin), kJ/mol: 154.93

This record from OMol25 describes C3H4N2 as an isolated structure in a non-equilibrium geometry. The level of theory is ωB97M-V with the def2-TZVPD basis set.

Positions of all 9 atoms, in Å:
N (0.666, 0.988, 0.830)
C (1.045, -0.224, -0.833)
C (-0.014, -0.934, -0.897)
C (-1.218, -0.233, 0.495)
N (-0.560, 0.662, 1.049)
H (0.697, 2.023, 0.813)
H (2.042, 0.124, -1.048)
H (-0.543, -1.744, -1.388)
H (-2.116, -0.661, 0.979)

Summary:
E, eV: -6150.7073
LUMO level, eV: 1.05
Net charge: 0
Kohn-Sham gap, eV: 9.877
HOMO, eV: -8.82
Strongest force on any atom, hartree/bohr: 0.0430
Energy relative to the best compared isomer or geometry (same formula, charge and spin), kJ/mol: 501.09

This record from OMol25 describes one molecule with the formula C3H4N2 in a non-equilibrium geometry. The level of theory is ωB97M-V with the def2-TZVPD basis set.

Positions of all 9 atoms, in Å:
C (-0.217, -1.085, 0.005)
N (1.010, -1.216, 0.022)
N (1.715, -0.080, 0.072)
C (0.759, 0.797, -0.092)
C (-0.680, 0.293, 0.090)
H (-1.105, -1.841, -0.351)
H (1.073, 1.848, -0.202)
H (-1.522, 0.728, -0.670)
H (-1.033, 0.556, 1.126)

Summary:
E, eV: -6152.7847
SMILES string: C1=NN=CC1
LUMO level, eV: 0.31
Net charge: 0
Kohn-Sham gap, eV: 9.937
HOMO, eV: -9.62
Strongest force on any atom, hartree/bohr: 0.1323
Energy relative to the best compared isomer or geometry (same formula, charge and spin), kJ/mol: 300.66

This record from OMol25 describes one molecule with the formula C3H4N2 in a non-equilibrium geometry. The level of theory is ωB97M-V with the def2-TZVPD basis set.

Positions of all 9 atoms, in Å:
N (-0.339, -1.260, 2.456)
C (-0.227, -0.541, 1.556)
C (-0.063, 0.340, 0.421)
C (0.550, -0.165, -0.846)
N (-0.884, 0.031, -0.748)
H (0.114, 1.377, 0.681)
H (0.866, -1.198, -0.889)
H (1.154, 0.537, -1.409)
H (-1.172, 0.881, -1.221)

Summary:
E, eV: -6154.3640
SMILES string: N#C[C@H]1CN1
LUMO level, eV: 0.74
Net charge: 0
Kohn-Sham gap, eV: 11.342
HOMO, eV: -10.60
Strongest force on any atom, hartree/bohr: 0.0245
Energy relative to the best compared isomer or geometry (same formula, charge and spin), kJ/mol: 148.28

This record from OMol25 describes one molecule with the formula C3H4N2O. The level of theory is ωB97M-V with the def2-TZVPD basis set.

Positions of all 10 atoms, in Å:
O (-1.182, -0.871, 0.922)
C (0.910, -0.456, 0.649)
C (0.917, 0.866, 0.247)
N (0.017, 1.045, -0.796)
N (-0.679, 0.054, -1.154)
C (-0.256, -0.968, -0.175)
H (-0.744, -1.374, 1.627)
H (1.451, 1.735, 0.609)
H (-0.135, 1.926, -1.288)
H (-0.299, -1.957, -0.641)

Summary:
E, eV: -8198.4650
LUMO level (alpha / beta), eV: -0.88 / -0.88
Net charge: 0
Kohn-Sham gap (alpha / beta), eV: 7.771 / 7.772
HOMO (alpha / beta), eV: -8.65 / -8.65
Strongest force on any atom, hartree/bohr: 0.0193
Energy relative to the best compared isomer or geometry (same formula, charge and spin), kJ/mol: 522.99

This record from OMol25 describes one molecule with the formula C3H4N2O in a non-equilibrium geometry. The level of theory is ωB97M-V with the def2-TZVPD basis set.

Positions of all 10 atoms, in Å:
O (-1.637, -1.121, 0.689)
C (-0.485, -0.584, 0.205)
C (0.684, -0.179, 0.875)
N (1.456, 0.701, 0.214)
N (0.807, 1.035, -0.930)
C (-0.467, 0.138, -0.940)
H (-2.156, -1.178, 0.002)
H (1.338, -0.595, 1.753)
H (1.185, 1.670, -1.572)
H (-1.501, 0.670, -1.524)

Summary:
E, eV: -8200.1202
SMILES string: Oc1cn[nH]c1
LUMO level, eV: 0.90
Net charge: 0
Kohn-Sham gap, eV: 10.175
HOMO, eV: -9.27
Strongest force on any atom, hartree/bohr: 0.1482
Energy relative to the best compared isomer or geometry (same formula, charge and spin), kJ/mol: 363.29

This record from OMol25 describes one molecule with the formula C3H4N2O in a non-equilibrium geometry. The level of theory is ωB97M-V with the def2-TZVPD basis set.

Positions of all 10 atoms, in Å:
N (-1.313, 1.980, -0.164)
C (-0.691, 1.199, 0.420)
C (0.085, 0.115, 1.040)
C (0.133, -0.967, -0.055)
N (0.489, -0.417, -1.281)
O (-0.181, -2.118, 0.118)
H (-0.384, -0.247, 1.958)
H (1.092, 0.475, 1.279)
H (-0.180, -0.501, -2.034)
H (0.950, 0.481, -1.280)

Summary:
E, eV: -8203.1564
SMILES string: N#CCC(N)=O
LUMO level, eV: 0.58
Net charge: 0
Kohn-Sham gap, eV: 11.308
HOMO, eV: -10.73
Strongest force on any atom, hartree/bohr: 0.0222
Energy relative to the best compared isomer or geometry (same formula, charge and spin), kJ/mol: 70.34

This record from OMol25 describes a 2-piece molecular cluster, C3H4N2O overall in a non-equilibrium geometry. The level of theory is ωB97M-V with the def2-TZVPD basis set.

Positions of all 10 atoms, in Å:
C (-0.914, 1.437, 0.028)
N (-2.036, 1.215, 0.198)
O (-3.182, 0.870, 0.328)
H (0.087, 1.797, 0.021)
C (-0.103, -1.808, -0.237)
C (0.553, -0.807, -0.426)
N (1.610, 0.021, -0.230)
H (-0.336, -2.846, -0.313)
H (2.014, 0.660, -0.899)
H (2.303, -0.536, 0.237)

Summary:
E, eV: -8197.6640
SMILES string: C#[N+][O-].C#CN
LUMO level, eV: 0.60
Net charge: 0
Kohn-Sham gap, eV: 9.748
HOMO, eV: -9.15
Strongest force on any atom, hartree/bohr: 0.0206
Energy relative to the best compared isomer or geometry (same formula, charge and spin), kJ/mol: 600.28

This record from OMol25 describes one molecule with the formula C3H4N2O. The level of theory is ωB97M-V with the def2-TZVPD basis set.

Positions of all 10 atoms, in Å:
O (2.390, 0.032, 0.001)
C (1.041, 0.054, 0.097)
N (0.345, -1.061, -0.084)
N (-0.934, -0.775, 0.109)
C (-1.064, 0.674, 0.193)
C (0.285, 1.234, 0.381)
H (2.650, -0.844, -0.316)
H (-1.598, -1.383, -0.352)
H (-1.895, 1.018, 0.815)
H (-1.220, 1.050, -0.844)

Summary:
E, eV: -8199.5039
LUMO level, eV: -0.51
Net charge: 0
Kohn-Sham gap, eV: 8.330
HOMO, eV: -8.84
Strongest force on any atom, hartree/bohr: 0.0096
Energy relative to the best compared isomer or geometry (same formula, charge and spin), kJ/mol: 422.75

This record from OMol25 describes C3H4N2O as an isolated structure. The level of theory is ωB97M-V with the def2-TZVPD basis set.

Positions of all 10 atoms, in Å:
C (-1.537, -0.281, -0.057)
C (-0.073, -0.045, 0.032)
C (0.694, 1.062, 0.353)
N (1.982, 0.506, 0.267)
N (2.023, -0.732, -0.110)
O (0.731, -1.105, -0.166)
H (-1.899, -0.831, 0.819)
H (-1.793, -0.857, -0.951)
H (-2.044, 0.685, -0.090)
H (1.916, 1.598, -0.097)

Summary:
E, eV: -8197.6684
LUMO level, eV: -0.06
Net charge: 0
Kohn-Sham gap, eV: 9.633
HOMO, eV: -9.69
Strongest force on any atom, hartree/bohr: 0.0090
Energy relative to the best compared isomer or geometry (same formula, charge and spin), kJ/mol: 599.85

This record from OMol25 describes one molecule with the formula C3H4N2O in a non-equilibrium geometry. The level of theory is ωB97M-V with the def2-TZVPD basis set.

Positions of all 10 atoms, in Å:
H (-0.234, 2.200, -1.698)
N (-0.782, 1.428, -1.395)
C (-0.310, 0.655, -0.552)
C (-0.857, -0.656, -0.117)
C (0.073, -1.130, 0.688)
N (1.262, -0.343, 0.681)
O (0.920, 0.888, 0.040)
H (-1.760, -1.018, -0.549)
H (0.157, -1.981, 1.320)
H (1.531, -0.042, 1.581)

Summary:
E, eV: -8201.0939
SMILES string: [H]/N=c1/cc[nH]o1
LUMO level, eV: 0.86
Net charge: 0
Kohn-Sham gap, eV: 9.705
HOMO, eV: -8.85
Strongest force on any atom, hartree/bohr: 0.0402
Energy relative to the best compared isomer or geometry (same formula, charge and spin), kJ/mol: 269.34

This record from OMol25 describes one molecule with the formula C3H4N2O in a non-equilibrium geometry. The level of theory is ωB97M-V with the def2-TZVPD basis set.

Positions of all 10 atoms, in Å:
N (1.538, 1.744, 1.685)
C (1.101, 0.965, 0.948)
C (0.827, -0.257, 0.138)
N (-0.238, -0.255, -0.856)
C (-1.499, -0.162, -0.354)
O (-1.698, -0.162, 0.841)
H (1.779, -0.489, -0.335)
H (0.597, -1.010, 0.899)
H (-0.107, -0.325, -1.859)
H (-2.299, -0.049, -1.107)

Summary:
E, eV: -8202.9458
SMILES string: N#CCNC=O
LUMO level, eV: 0.49
Net charge: 0
Kohn-Sham gap, eV: 11.115
HOMO, eV: -10.63
Strongest force on any atom, hartree/bohr: 0.0271
Energy relative to the best compared isomer or geometry (same formula, charge and spin), kJ/mol: 90.67

This record from OMol25 describes one molecule with the formula C3H4N2O. The level of theory is ωB97M-V with the def2-TZVPD basis set.

Positions of all 10 atoms, in Å:
N (-2.036, -1.112, -0.051)
C (-0.931, -0.508, 0.021)
O (-0.183, -0.204, -1.038)
C (1.059, 0.495, -0.890)
C (1.373, 0.802, 0.565)
N (0.567, 0.438, 1.402)
H (-2.473, -1.263, 0.860)
H (-0.227, 0.049, 1.898)
H (0.994, 1.433, -1.455)
H (1.856, -0.129, -1.312)

Summary:
E, eV: -8198.4574
LUMO level (alpha / beta), eV: -0.02 / -0.03
Net charge: 0
Kohn-Sham gap (alpha / beta), eV: 7.939 / 7.880
HOMO (alpha / beta), eV: -7.96 / -7.91
Strongest force on any atom, hartree/bohr: 0.0186
Energy relative to the best compared isomer or geometry (same formula, charge and spin), kJ/mol: 523.73

This record from OMol25 describes a 2-piece molecular cluster, C3H4N2O overall in a non-equilibrium geometry. The level of theory is ωB97M-V with the def2-TZVPD basis set.

Positions of all 10 atoms, in Å:
N (0.202, -1.081, -1.808)
C (0.451, 0.114, -1.219)
N (0.806, 1.115, -0.761)
O (1.102, 2.161, -0.199)
H (0.468, -1.875, -1.239)
H (-0.744, -1.168, -2.159)
C (-0.350, 0.722, 1.999)
C (-0.798, -0.358, 1.717)
H (0.074, 1.687, 2.181)
H (-1.211, -1.316, 1.488)

Summary:
E, eV: -8198.0869
SMILES string: NC#[N+][O-].C#C
LUMO level, eV: 0.42
Net charge: 0
Kohn-Sham gap, eV: 9.218
HOMO, eV: -8.79
Strongest force on any atom, hartree/bohr: 0.0213
Energy relative to the best compared isomer or geometry (same formula, charge and spin), kJ/mol: 559.47

This record from OMol25 describes one molecule with the formula C3H4N2O. The level of theory is ωB97M-V with the def2-TZVPD basis set.

Positions of all 10 atoms, in Å:
N (1.387, -0.197, -0.065)
C (0.078, 0.159, -0.173)
C (-0.861, -0.931, -0.534)
O (-0.554, -2.095, -0.398)
C (-0.481, 1.384, 0.326)
N (-1.063, 0.632, 1.140)
H (1.580, -1.190, -0.091)
H (2.052, 0.389, 0.413)
H (-1.847, -0.603, -0.897)
H (-0.291, 2.454, 0.279)

Summary:
E, eV: -8200.7878
SMILES string: N[C@]1(C=O)C=N1
LUMO level, eV: 0.59
Net charge: 0
Kohn-Sham gap, eV: 9.407
HOMO, eV: -8.82
Strongest force on any atom, hartree/bohr: 0.0108
Energy relative to the best compared isomer or geometry (same formula, charge and spin), kJ/mol: 298.87

This record from OMol25 describes one molecule with the formula C3H4N2O. The level of theory is ωB97M-V with the def2-TZVPD basis set.

Positions of all 10 atoms, in Å:
N (1.865, 0.038, -0.454)
C (0.623, 0.107, 0.096)
N (-0.101, 1.172, 0.178)
C (-1.383, 0.642, 0.168)
C (-1.364, -0.694, 0.285)
O (-0.031, -1.083, 0.294)
H (2.479, 0.834, -0.373)
H (2.269, -0.875, -0.535)
H (-2.209, 1.270, -0.111)
H (-2.160, -1.415, 0.382)

Summary:
E, eV: -8202.8277
SMILES string: Nc1ncco1
LUMO level, eV: 0.92
Net charge: 0
Kohn-Sham gap, eV: 9.173
HOMO, eV: -8.25
Strongest force on any atom, hartree/bohr: 0.0170
Energy relative to the best compared isomer or geometry (same formula, charge and spin), kJ/mol: 102.06

This record from OMol25 describes one molecule with the formula C3H4N2O in a non-equilibrium geometry. The level of theory is ωB97M-V with the def2-TZVPD basis set.

Positions of all 10 atoms, in Å:
O (-0.310, -1.783, 0.327)
C (0.016, -0.485, 0.005)
C (-0.814, 0.646, -0.461)
N (-0.201, 1.767, -0.235)
N (0.921, 1.515, 0.556)
C (1.047, 0.238, 0.737)
H (-1.177, -2.007, -0.030)
H (0.324, -0.304, -1.097)
H (-1.668, 0.536, -1.120)
H (1.853, -0.206, 1.312)

Summary:
E, eV: -8200.6693
SMILES string: OC1C=NN=C1
LUMO level, eV: 0.18
Net charge: 0
Kohn-Sham gap, eV: 10.252
HOMO, eV: -10.07
Strongest force on any atom, hartree/bohr: 0.0277
Energy relative to the best compared isomer or geometry (same formula, charge and spin), kJ/mol: 310.31

This record from OMol25 describes one molecule with the formula C3H4N2O. The level of theory is ωB97M-V with the def2-TZVPD basis set.

Positions of all 10 atoms, in Å:
O (2.057, -0.060, -0.247)
C (0.704, 0.061, -0.182)
C (-0.045, 1.237, -0.421)
N (-1.324, 1.048, -0.125)
N (-1.414, -0.235, 0.233)
C (-0.215, -0.881, 0.209)
H (2.290, -0.880, 0.209)
H (0.292, 2.192, -0.802)
H (-2.235, -0.541, 0.729)
H (-0.110, -1.941, 0.397)

Summary:
E, eV: -8202.5114
SMILES string: Oc1cn[nH]c1
LUMO level, eV: 0.78
Net charge: 0
Kohn-Sham gap, eV: 9.497
HOMO, eV: -8.72
Strongest force on any atom, hartree/bohr: 0.0081
Energy relative to the best compared isomer or geometry (same formula, charge and spin), kJ/mol: 132.57

This record from OMol25 describes one molecule with the formula C3H4N2O. The level of theory is ωB97M-V with the def2-TZVPD basis set.

Positions of all 10 atoms, in Å:
O (-1.729, -1.062, -0.123)
C (-0.571, -0.370, -0.068)
C (-0.242, 0.939, -0.006)
N (1.167, 0.939, 0.020)
C (1.726, -0.303, 0.016)
N (0.610, -1.085, -0.077)
H (-2.469, -0.444, -0.129)
H (-0.859, 1.825, -0.076)
H (1.717, 1.650, 0.468)
H (0.651, -2.088, -0.025)

Summary:
E, eV: -8201.9901
LUMO level, eV: 0.57
Net charge: 0
Kohn-Sham gap, eV: 9.109
HOMO, eV: -8.54
Strongest force on any atom, hartree/bohr: 0.0125
Energy relative to the best compared isomer or geometry (same formula, charge and spin), kJ/mol: 182.87